1.
22
Properties=species:S:1:pos:R:3 method="wB97M-V/def2-TZVPD" gap_ev="4.93 / 5.47" relative_energy_ev=1.003 charge=-1
Br 3.04787 -1.89154 4.62593
O -3.09653 -0.42710 -1.49174
O 0.25204 0.65144 -1.19600
N -2.61431 0.32905 -0.60263
C -0.70651 1.19311 -1.97890
C 2.25471 -0.17211 2.43353
C -2.01102 1.51918 -1.04625
C 1.53279 0.02470 1.26049
C 2.13744 -1.50950 2.94337
C 1.31045 -2.49570 2.35452
C 0.62952 -2.20383 1.20983
C 0.69596 -0.85452 0.59609
C -0.05049 -0.53280 -0.57036
H 2.87712 0.64562 2.75722
H -2.65254 2.15460 -1.56103
H 1.39710 0.96252 0.76940
H 1.26715 -3.54302 2.68967
H -0.30480 2.11704 -2.50786
H -1.15130 0.46858 -2.83328
H -0.07294 -2.90827 0.89363
H -1.52668 1.97587 -0.11679
H -0.67570 -1.43271 -1.00727


2.
24
Properties=species:S:1:pos:R:3 method="wB97M-V/def2-TZVPD" gap_ev="7.45 / 7.46" relative_energy_ev=0.143 charge=-1
Cl 2.86518 -2.38649 2.96815
S -2.52263 -0.01554 0.69148
O -3.82930 -0.54797 0.44693
O -2.48550 1.06760 1.65689
O -1.58311 -1.07734 0.97091
N -2.09872 0.52532 -0.85085
C 0.55010 0.00587 -0.11205
C 0.42894 0.27362 1.24576
C 1.43578 -0.96352 -0.45911
C 2.10553 -1.72582 0.47493
C -0.11494 0.82550 -1.09924
C 2.08722 -1.40079 1.81028
C 0.10298 0.59620 -2.52922
C -1.27768 1.67550 -0.71612
C 1.18695 -0.37990 2.18962
H -0.01847 -0.45996 -2.80728
H -0.22334 1.04723 1.72935
H -1.37191 2.37526 -1.51344
H 1.47116 -1.35279 -1.48151
H -1.31651 2.04915 0.40546
H 1.24835 0.03132 3.23348
H 2.85603 -2.38111 -0.08750
H -0.57936 1.27837 -3.20642
H 1.08326 0.94028 -2.96051


3.
20
Properties=species:S:1:pos:R:3 method="wB97M-V/def2-TZVPD" gap_ev=7.64 relative_energy_ev=5.056 charge=0 smiles="Cl/C=[SiH]/c1ccccc1.C#C"
Cl 3.36388 1.24433 2.90954
Si 1.34060 0.90926 0.73024
C -0.37418 -2.02935 -2.55563
C 1.49149 -0.89887 -1.70219
C -3.15242 2.37031 3.58309
C -0.67050 -0.52165 -0.68801
C 0.73832 -0.37648 -0.59091
C -1.16111 -1.42980 -1.62035
C 2.96989 0.68605 1.35130
C 0.98692 -1.77379 -2.56802
C -3.11741 2.93373 2.53352
H -2.84007 3.35979 1.61204
H -1.40787 -0.29100 0.13330
H -0.68175 -2.80157 -3.25611
H 0.09904 1.39196 1.29964
H -2.16964 -1.69854 -1.43813
H 2.56557 -0.91610 -1.82161
H -3.36183 1.81369 4.48899
H 1.60305 -2.29707 -3.19213
H 3.77804 0.32510 0.79143


4.
24
Properties=species:S:1:pos:R:3 method="wB97M-V/def2-TZVPD" gap_ev=6.65 relative_energy_ev=2.014 charge=+1 smiles="FC(F)(F)C=[N+]=CCN=c1cc[nH]cc1"
F 2.96760 -0.19266 0.06476
F 2.55712 1.86643 -0.38294
F 4.08817 1.36662 0.98215
N 1.06104 0.27501 2.14311
N -0.73419 0.23061 -2.89726
N -1.61706 -0.31841 0.98628
C 0.34692 -0.70000 2.39467
C -2.33568 0.50604 -1.14572
C -0.09948 -0.80061 -2.21400
C 1.83894 1.15251 1.76185
C -1.82631 0.80681 -2.35507
C 2.87348 1.05032 0.64064
C -0.56684 -1.21887 -0.99073
C -1.45247 -0.27149 -0.30305
C -0.99299 -1.07651 1.92535
H 0.64334 -1.31064 -2.71355
H -1.63523 -0.90997 2.85706
H 1.59449 2.09856 2.12115
H 0.64266 -1.39794 3.29482
H -0.48772 0.39782 -3.81164
H -0.49097 -2.15537 -0.55134
H -3.08230 1.19197 -0.71566
H -0.98283 -2.15452 1.85664
H -2.30969 1.56432 -2.94752


5.
20
Properties=species:S:1:pos:R:3 method="wB97M-V/def2-TZVPD" gap_ev="7.34 / 7.33" relative_energy_ev=5.492 charge=0 smiles="CC#CC(C)=C=[Si](F)C#CC"
Si -2.06494 0.95111 1.78493
F -3.12131 2.10864 2.15200
C -2.17635 -0.27620 3.12397
C -0.18170 1.24831 -0.84243
C 3.09241 2.61140 -3.21210
C -2.28511 -2.34630 4.77217
C -0.72543 0.15307 -1.75574
C -2.21379 -1.23831 3.85367
C 1.96134 2.21080 -2.40265
C 0.99658 1.85919 -1.78678
C -0.76714 1.44573 0.40185
H -1.38810 -0.52486 -1.21829
H -2.66290 -2.01286 5.73943
H 3.13414 2.02479 -4.13006
H -1.29303 -2.77624 4.90578
H 4.01342 2.45265 -2.64900
H -2.95248 -3.11095 4.37456
H -1.28405 0.60322 -2.57950
H 0.09468 -0.42251 -2.19100
H 3.01361 3.66910 -3.46632


6.
29
Properties=species:S:1:pos:R:3 method="wB97M-V/def2-TZVPD" gap_ev="5.86 / 5.51" relative_energy_ev=1.088 charge=+4 s2=6.054 multiplicity=5
Ir -0.00030 1.56340 1.41189
I 4.34970 -1.33660 0.66029
I 4.34970 1.34650 0.67389
Ga 0.00030 -1.56340 1.41289
S 0.83490 -0.00040 -0.19381
S 0.00000 0.00000 6.34799
O -0.82940 -3.41020 3.65989
O -1.52480 3.40730 -0.43851
O -1.52140 -3.40910 -0.43781
O -0.83210 3.40990 3.65819
N 0.00000 0.00000 3.41239
C -0.93860 2.68010 0.24559
C -0.50370 2.68170 2.82019
C -0.93660 -2.68130 0.24679
C -0.50200 -2.68170 2.82169
C 0.55450 -1.25650 -2.59371
C -1.50060 -0.00170 -1.81731
C 0.02380 -0.00050 -1.89141
C 0.55230 1.25670 -2.59311
C 0.00000 0.00000 4.72809
H 1.64780 -1.25580 -2.62611
H 0.17720 -1.27140 -3.62321
H 0.17550 1.27130 -3.62261
H 1.64580 1.25800 -2.62501
H -1.87980 0.88190 -1.30211
H -1.90260 -0.00100 -2.83831
H 0.21750 2.16960 -2.09611
H 0.22140 -2.17010 -2.09701
H -1.87860 -0.88660 -1.30371


7.
21
Properties=species:S:1:pos:R:3 method="wB97M-V/def2-TZVPD" gap_ev="6.40 / 6.39" relative_energy_ev=4.087 charge=+1
I 0.73376 -0.80090 -2.67170
O -1.21079 1.87469 0.17721
N 0.36861 -1.30236 0.16204
C -0.50643 0.86535 -1.85295
C 0.18701 0.51691 1.73316
C -0.61908 0.84400 -0.51206
C 0.89310 -1.99694 1.22064
C -1.04411 1.80385 -2.80795
C -0.07735 -0.05004 0.46171
C 0.83197 -1.55158 2.51973
C 0.67652 -0.21570 2.76780
C 0.27986 -2.03900 -1.00487
H 0.97519 0.03131 3.78686
H -1.28990 2.67642 -0.30070
H 1.32118 -3.00197 1.09892
H -1.82775 1.23553 -3.45930
H -0.25684 2.32198 -3.53505
H 0.63324 -3.07190 -0.85760
H 0.02331 1.50224 2.01480
H -1.34082 2.60302 -2.28351
H 1.24930 -2.24492 3.34281


8.
20
Properties=species:S:1:pos:R:3 method="wB97M-V/def2-TZVPD" gap_ev=8.13 relative_energy_ev=0.000 charge=0 smiles="CC(=S)[C@H](I)c1ccccc1"
I -3.25062 -0.81138 0.14384
S -2.02651 3.08641 -0.38238
C 0.05087 -1.57393 0.11241
C -1.55490 0.33031 -0.64010
C 1.34909 -2.02704 0.21271
C -1.01280 1.33527 1.64554
C -1.41111 1.77350 0.23244
C 0.79330 0.31824 -1.18545
C -0.20564 -0.36990 -0.51774
C 2.07462 -0.19540 -1.15721
C 2.37602 -1.35341 -0.46723
H -1.95973 0.49958 -1.56730
H -0.84317 -2.03567 0.59549
H -1.07890 0.31421 1.87332
H 2.79947 0.30759 -1.72668
H 0.43151 1.18013 -1.56494
H 0.00991 1.62102 1.77928
H 3.43262 -1.48230 -0.56474
H 1.49310 -2.87031 0.73576
H -1.46713 1.95309 2.44299


9.
19
Properties=species:S:1:pos:R:3 method="wB97M-V/def2-TZVPD" gap_ev="7.42 / 7.12" relative_energy_ev=4.838 charge=0
N -0.67108 -0.30295 -0.92735
C 2.76618 -0.89588 0.21044
C -1.44703 -0.07518 0.22928
C 2.25949 1.33292 -0.30362
C -2.94392 0.06384 0.07891
C 0.69220 -0.53070 -0.58952
C 3.15862 0.40081 0.16902
C 1.52854 -1.48452 -0.10929
C 0.98382 0.83753 -0.60886
C -0.29169 1.18130 -1.00980
H -3.56891 -0.55778 -0.77164
H 4.16332 0.68803 0.46592
H 3.50617 -1.60392 0.46747
H -0.81865 -0.25782 1.13558
H -0.80757 2.13133 -1.05804
H -3.23083 1.08151 -0.20173
H 2.47413 2.38114 -0.57017
H -3.45054 -0.21174 1.03414
H 1.36022 -2.52559 -0.01293


10.
20
Properties=species:S:1:pos:R:3 method="wB97M-V/def2-TZVPD" gap_ev=8.35 relative_energy_ev=1.355 charge=+1 smiles=Cc1[nH+]cnc2ccccc12
N 0.05557 2.26491 0.06534
N 1.99052 0.95476 0.15720
C 2.13311 -1.44211 0.05129
C 1.36131 -0.19841 0.00407
C 1.37136 2.10701 0.15582
C -0.68481 1.14017 0.05617
C -0.84097 -1.24897 -0.04850
C -2.89536 0.06329 -0.15555
C -2.21386 -1.23159 -0.15879
C -0.04221 -0.14665 -0.06962
C -2.13905 1.16411 0.07958
H -3.97621 0.23027 -0.30559
H 3.05332 0.98291 0.09134
H -2.79192 -2.13316 -0.33383
H 1.58863 -2.27295 -0.45178
H 1.90269 3.07332 0.14523
H -0.38873 -2.31478 -0.18143
H 3.10350 -1.32424 -0.34512
H -2.63408 2.17927 0.10310
H 2.04716 -1.84714 1.14107


11.
22
Properties=species:S:1:pos:R:3 method="wB97M-V/def2-TZVPD" gap_ev=7.72 relative_energy_ev=3.220 charge=-1
O 3.42104 0.54601 1.81435
O 3.34331 -0.35560 -0.06839
N 1.61225 0.75087 0.69353
N 2.83204 0.34854 0.74762
C -1.47724 0.10347 0.14532
C 0.89451 0.58368 -0.42082
C -1.09077 -2.70581 0.17025
C 0.36531 1.86018 -1.07862
C -2.47563 -0.73543 0.66086
C -0.21212 -0.43448 -0.16662
C -0.07510 -1.82255 -0.15501
C 0.47006 2.98389 -0.55452
C -2.27859 -2.11149 0.65974
H 0.99741 3.17166 0.39611
H -2.84263 -2.84859 1.25856
H -1.62512 1.20550 -0.08318
H -0.12505 1.61814 -2.03411
H 0.16019 3.96928 -1.13576
H -3.43210 -0.21996 0.87649
H 1.62502 0.05301 -1.46544
H 0.92609 -2.14758 -0.44243
H -1.01288 -3.81273 0.18208